[1]
Computed, not measured: a cluster of 2 separate species, C3H9NO3 in total in a non-equilibrium geometry, with ωB97M-V with the def2-TZVPD basis set.

**Gap between HOMO and LUMO (spin up / spin down)**: 8.96 / 4.28 eV
**Energy above the lowest of the compared OMol25 structures with the same formula, charge and spin**: 45.9 kcal per mole
**Charge**: +1
**Electronic energy**: -399.78901 hartree
**Multiplicity**: 2
**⟨S²⟩**: 0.768

The geometry in XYZ format:
```
16
Properties=species:S:1:pos:R:3:lowdin_spin:R:1
C 0.40402 0.17676 -0.87303 0.039
N -0.45085 -0.75579 -0.25920 0.256
C 0.09967 -1.52261 0.86266 0.039
C 1.61159 -1.61642 1.06968 0.023
O 2.27885 -0.30859 1.11814 0.067
O 0.12644 0.40951 -2.03629 0.519
H 1.30842 0.67112 -0.35653 0.030
H -0.82496 -1.36533 -1.05132 0.003
H -0.27861 -1.11623 1.83421 0.020
H -0.32889 -2.53870 0.79842 0.000
H 1.80464 -2.39159 1.81778 0.003
H 2.06425 -2.04714 0.14423 0.000
H 1.82950 0.12399 1.86025 0.000
H -2.99400 3.36565 -1.52546 0.000
H -3.16823 4.73953 -2.06027 0.000
O -3.48185 4.17584 -1.34326 0.000
```



[2]
Computed, not measured: a cluster of 2 separate species, C2H3IO2 in total in a non-equilibrium geometry, with ωB97M-V with the def2-TZVPD basis set.

**Gap between HOMO and LUMO (spin up / spin down)**: 5.96 / 5.95 eV
**Energy above the lowest of the compared OMol25 structures with the same formula, charge and spin**: 119.0 kcal per mole
**Charge**: 0
**Electronic energy**: -526.00923 hartree
**Multiplicity**: 1

The geometry in XYZ format:
```
8
Properties=species:S:1:pos:R:3:lowdin_charge:R:1
C -0.99226 1.22082 -0.46959 -0.077
C -0.15436 0.17279 -0.03638 0.004
O -1.42569 2.21398 -0.87279 0.122
O 1.50116 2.54879 -0.42013 -1.160
I 0.73450 4.13408 -1.08346 0.745
H 0.80975 0.61091 -0.41833 0.106
H 0.01768 0.45204 1.00495 0.127
H -0.39196 -0.92110 -0.10125 0.133
```



[3]
Computed, not measured: a cluster of 15 separate species, C5H40NO15 in total in a non-equilibrium geometry, with ωB97M-V with the def2-TZVPD basis set.

**Gap between HOMO and LUMO**: 8.88 eV
**Energy above the lowest of the compared OMol25 structures with the same formula, charge and spin**: 59.6 kcal per mole
**Charge**: -1
**Electronic energy**: -1397.92304 hartree
**Multiplicity**: 1

The geometry in XYZ format:
```
61
Properties=species:S:1:pos:R:3:lowdin_charge:R:1
C 1.47439 -3.41930 -1.00515 -0.236
O 2.88660 -3.47704 -1.37031 -0.107
C 0.68872 -2.48968 -1.92993 -0.177
C 0.60739 -1.10832 -1.24241 -0.165
C -0.70775 -1.09942 -0.43880 -0.184
C -1.97735 -0.71445 -1.21796 -0.226
N -2.88302 0.17219 -0.42017 0.014
H 1.25259 -4.47797 -1.14143 0.112
H 1.47338 -3.11077 0.04179 0.110
H 1.12375 -2.62866 -2.92243 0.109
H -0.25596 -2.99902 -2.15703 0.111
H 1.36372 -1.12918 -0.46545 0.076
H 0.72060 -0.28537 -1.93934 0.081
H -0.51151 -0.56766 0.46793 0.057
H -0.90108 -2.08785 -0.02555 0.107
H -1.85799 -0.18269 -2.16241 0.066
H -2.55998 -1.62764 -1.31836 0.097
H -2.63787 1.13377 -0.62150 0.016
H -2.63214 0.10674 0.55297 0.006
H 0.03828 -1.76534 3.53107 0.014
H 1.14344 -0.94333 2.15500 0.013
O -0.23336 -1.36508 2.69957 -0.333
H -3.38446 -0.37729 2.87758 0.005
H -4.25115 0.76341 2.26010 0.029
O -3.69868 0.57031 3.02179 -0.103
H 3.54782 -0.06044 0.66847 -0.009
H 2.61116 -1.44106 2.67308 0.055
O 2.17395 -0.83253 2.07871 -0.121
H 1.26306 0.62031 -4.37342 0.037
H 0.17063 -0.21800 -3.93303 0.007
O 0.84862 -0.22355 -4.62363 -0.058
H 3.02012 2.80251 2.20565 0.018
H 2.96254 1.82174 1.05823 0.000
O 3.08319 2.76094 1.24076 -0.071
H 4.08860 0.71716 -2.16677 0.011
H 2.67190 0.42444 -2.32786 -0.003
O 3.31062 1.11104 -2.55075 -0.050
H -1.83295 1.43477 -3.35156 -0.004
H -3.32469 0.98226 -3.43089 0.044
O -2.45504 0.87327 -3.83321 -0.078
H 1.11282 1.77040 2.98251 0.029
H 2.19429 0.70427 2.89048 -0.003
O 2.00473 1.57529 3.31105 -0.093
H -3.28105 2.43216 1.50600 0.006
H -2.36691 3.66801 0.96384 0.031
O -3.15548 3.12098 0.84572 -0.056
H -2.82490 -1.93774 1.47702 0.033
H -1.72761 -1.61100 2.53644 -0.013
O -2.72447 -1.78228 2.41628 -0.092
H 4.74930 -0.83000 0.49180 0.047
H 3.24670 -2.58118 -1.34799 0.048
O 3.96520 -0.59488 0.00309 -0.036
H -1.81608 0.94401 2.80798 0.032
H -0.69191 0.03998 2.13282 0.006
O -1.09901 0.97340 2.16265 -0.113
H -0.55346 2.14948 1.21105 0.012
H 0.64780 3.09891 0.68766 0.044
O -0.31762 2.98062 0.69376 -0.102
H -2.00579 2.87268 -1.44860 0.010
H -0.60665 2.68595 -1.03344 0.022
O -1.17000 2.65773 -1.85344 -0.079
```



[4]
Computed, not measured: a cluster of 3 separate species, C13H31N6O2 in total in a non-equilibrium geometry, with ωB97M-V with the def2-TZVPD basis set.

**Gap between HOMO and LUMO**: 8.07 eV
**Energy above the lowest of the compared OMol25 structures with the same formula, charge and spin**: 0.0 kcal per mole
**Charge**: +1
**Electronic energy**: -992.75385 hartree
**Multiplicity**: 1

The geometry in XYZ format:
```
52
Properties=species:S:1:pos:R:3:lowdin_charge:R:1
N 3.04849 -0.12144 2.33673 0.005
C 2.66077 -0.38642 0.95137 -0.295
C 2.18513 -1.83155 0.78472 -0.187
C 0.95557 -1.93394 -0.12450 -0.150
C -0.27064 -1.51209 0.65498 -0.302
C -0.91087 -2.58038 1.54073 -0.112
C -1.91366 -1.85746 2.43204 -0.123
N -2.87604 -1.17804 1.52120 0.122
C -2.41750 -0.50971 0.44895 -0.366
N -2.98489 0.66723 0.10495 0.198
N -1.39650 -1.06509 -0.23494 0.138
H 3.45917 -0.95784 2.73702 0.067
H 3.78844 0.57200 2.37042 0.061
H 1.83510 0.29034 0.69819 0.096
H 3.45652 -0.16447 0.23238 0.112
H 1.90077 -2.19175 1.77883 0.104
H 2.98606 -2.46412 0.40708 0.119
H 0.83738 -2.94988 -0.50517 0.126
H 1.10842 -1.27179 -0.98171 0.121
H -0.02276 -0.65549 1.29226 0.145
H -1.48294 -3.23795 0.88401 0.135
H -0.19058 -3.16288 2.10950 0.129
H -1.41732 -1.09023 3.02874 0.131
H -2.45363 -2.51570 3.10675 0.128
H -3.58742 -0.63354 1.99546 0.154
H -3.38186 0.82282 -0.82345 0.086
H -3.03365 1.40440 0.78648 0.128
H -1.09895 -0.46570 -0.99612 0.155
C 6.69492 1.97178 0.91662 -0.361
O 6.77280 1.07632 1.73776 0.003
N 7.19882 1.90212 -0.33049 -0.201
C 7.09254 2.99813 -1.26943 -0.060
C 7.88008 0.68212 -0.73039 -0.040
H 6.20573 2.93685 1.13302 0.132
H 6.54554 2.69526 -2.16465 0.089
H 8.08004 3.35066 -1.57232 0.092
H 6.56102 3.82445 -0.80051 0.082
H 7.20813 -0.17423 -0.66562 0.088
H 8.73135 0.48531 -0.07904 0.095
H 8.22702 0.79301 -1.75495 0.087
C -6.02735 1.65434 -2.08412 -0.328
O -4.85290 1.30792 -2.15233 -0.029
N -7.05475 0.81404 -1.92591 -0.188
C -8.42864 1.27976 -1.86859 -0.043
C -6.78509 -0.61052 -1.81988 -0.032
H -6.32872 2.70849 -2.16789 0.141
H -8.88897 1.00788 -0.91794 0.094
H -9.01630 0.84524 -2.67780 0.096
H -8.44761 2.36296 -1.96829 0.087
H -6.14709 -0.81899 -0.95978 0.084
H -6.27594 -0.97320 -2.71246 0.097
H -7.72721 -1.13901 -1.70199 0.091
```



[5]
Computed, not measured: a cluster of 2 separate species, C7H14N2 in total in a non-equilibrium geometry, with ωB97M-V with the def2-TZVPD basis set.

**SMILES**: CCc1c[nH]cn1.CC
**Gap between HOMO and LUMO**: 9.46 eV
**Energy above the lowest of the compared OMol25 structures with the same formula, charge and spin**: 7.5 kcal per mole
**Charge**: 0
**Electronic energy**: -384.61993 hartree
**Multiplicity**: 1

The geometry in XYZ format:
```
23
Properties=species:S:1:pos:R:3:lowdin_charge:R:1
C 1.97227 1.19338 -0.11496 -0.106
C 2.09245 0.54936 1.27056 -0.192
C 0.74819 0.02274 1.67859 -0.343
C 0.19842 -1.19796 1.41999 -0.081
N -1.06898 -1.15650 1.96737 0.041
C -1.25368 0.08307 2.46489 -0.205
N -0.16832 0.80971 2.31928 0.099
H 2.93867 1.41680 -0.58483 0.069
H 1.31323 2.05819 -0.07076 0.076
H 1.55025 0.48234 -0.83905 0.059
H 2.83648 -0.24012 1.26047 0.105
H 2.27677 1.35675 1.98005 0.106
H 0.39815 -2.09465 0.85525 0.118
H -1.76651 -1.88111 1.96886 0.145
H -2.18272 0.58194 2.69485 0.115
C -1.33279 0.37395 -2.71345 -0.167
C -1.12984 -0.88357 -1.87384 -0.173
H -1.82962 0.14180 -3.65975 0.060
H -1.99069 1.10599 -2.23702 0.064
H -0.37670 0.84944 -2.90806 0.055
H -0.83749 -0.61996 -0.85627 0.025
H -2.06437 -1.44228 -1.76705 0.064
H -0.32318 -1.50930 -2.25514 0.066
```



[6]
Computed, not measured: the ion C10H13N2O with charge +1 in a non-equilibrium geometry, with ωB97M-V with the def2-TZVPD basis set.

**Gap between HOMO and LUMO**: 7.67 eV
**Energy above the lowest of the compared OMol25 structures with the same formula, charge and spin**: 91.5 kcal per mole
**Charge**: +1
**Electronic energy**: -573.26479 hartree
**Multiplicity**: 1

The geometry in XYZ format:
```
26
Properties=species:S:1:pos:R:3:lowdin_charge:R:1
C -3.06864 0.80466 0.30019 -0.073
C -2.33514 1.89479 0.24942 -0.025
C -2.49884 -0.43941 0.19872 0.035
C -0.94185 1.84522 0.03199 0.042
C -1.07289 -0.53771 0.05863 -0.098
C -0.24547 0.64209 0.03824 -0.160
C 1.64676 -0.36404 1.04645 -0.127
C -0.48468 -1.84832 -0.07117 -0.222
C 0.48448 -2.03140 -1.22565 0.043
C 1.83006 1.58442 -0.53054 0.001
N 1.13213 0.50940 0.17689 -0.157
N 2.95395 -0.35082 1.08672 0.092
O -0.84788 -2.88597 0.60871 0.209
H -4.08882 0.90588 0.47425 0.111
H -2.70856 2.82359 0.52285 0.112
H -3.06373 -1.32002 0.00151 0.123
H -0.50291 2.74918 -0.14021 0.081
H 1.57253 -1.82969 -0.89034 0.124
H 0.20455 -1.28582 -1.90408 0.078
H 0.49302 -3.10174 -1.55876 0.126
H 2.91670 1.70875 -0.24158 0.104
H 1.67113 1.49612 -1.62566 0.117
H 1.25788 2.45854 -0.17637 0.079
H 3.46451 -1.01706 1.60753 0.089
H 3.65989 0.22977 0.59371 0.114
H -1.42818 -2.64040 1.36852 0.182
```